ORCA calculation (ωB97M-V/def2-TZVPD) on C10H19FO3S in the gas phase.

Total energy: -1115.9748 a.u.
HOMO-LUMO gap: 10.98 eV
SMILES string: CCC[C@@H]1COS(=O)(=O)[C@H](CCCF)C1

Positions of all 34 atoms, in Å:
C -2.34521 4.16876 1.26698
C -2.35668 2.50636 1.08685
C -1.26255 2.08812 -0.06104
C -1.35992 0.48098 -0.51433
C -1.93559 -0.47901 0.68304
O -1.91434 -1.92269 0.39179
S -0.26812 -2.45116 0.23365
O -0.15241 -3.99926 0.05032
O 0.43620 -2.09748 1.56603
C 0.40546 -1.51483 -1.26685
C 1.94451 -1.91209 -1.66947
C 3.10043 -1.33696 -0.66013
C 3.48699 -2.38685 0.57915
F 3.37369 -1.58914 1.84030
C 0.12987 0.08836 -1.07229
H -2.35072 4.71376 0.21146
H -3.27347 4.53256 1.89524
H -1.31458 4.47816 1.78002
H -2.06115 2.08663 2.15754
H -3.46137 2.19927 0.85274
H -0.19140 2.32520 0.39811
H -1.43866 2.71441 -1.04340
H -2.09351 0.43825 -1.43525
H -1.43516 -0.25771 1.72537
H -3.08428 -0.19022 0.81575
H -0.27657 -1.86379 -2.18200
H 2.03256 -3.08880 -1.84959
H 2.14348 -1.43170 -2.74224
H 4.10276 -1.24719 -1.30155
H 2.89781 -0.27153 -0.22132
H 2.75462 -3.30191 0.54298
H 4.61523 -2.68113 0.47525
H 0.91416 0.61707 -0.38356
H 0.23792 0.58555 -2.14955

=====

ORCA calculation (ωB97M-V/def2-TZVPD) on C21H26N2O3 in the gas phase.

Total energy: -1151.0410 a.u.
HOMO-LUMO gap: 8.64 eV
SMILES string: CCCOc1ccc(C(=O)Nc2ccc(CN3CCOCC3)cc2)cc1
Relative energy (zero: lowest compared OMol25 entry of this formula, charge and spin): 2.659 eV

Positions of all 52 atoms, in Å:
C -7.15418 -1.40856 0.43286
C -5.77449 -1.78786 0.95599
C -4.83251 -2.17238 -0.18805
O -4.59285 -1.10460 -1.08255
C -3.75412 -0.09766 -0.73432
C -2.97001 -0.05161 0.41643
C -2.12393 1.01898 0.63756
C -2.04454 2.06520 -0.27360
C -1.19772 3.25837 -0.01901
O -1.59581 4.39395 -0.18655
N 0.05698 3.04151 0.48457
C 0.81460 1.86919 0.53563
C 1.72780 1.70277 1.57458
C 2.49997 0.56022 1.65150
C 2.39441 -0.44066 0.69244
C 3.26330 -1.67624 0.76143
N 4.55478 -1.62614 0.10225
C 5.56580 -0.75573 0.66931
C 5.54934 0.66399 0.08466
O 5.64376 0.63147 -1.32378
C 4.57418 -0.10576 -1.87777
C 4.56619 -1.54581 -1.34522
C 1.48768 -0.26234 -0.34645
C 0.71374 0.87828 -0.43785
C -2.85507 2.03520 -1.40685
C -3.68656 0.96453 -1.64156
H -7.79629 -1.08847 1.24949
H -7.07054 -0.59425 -0.28272
H -7.62075 -2.25645 -0.06361
H -5.35282 -0.94431 1.50588
H -5.85015 -2.63665 1.63822
H -5.30253 -2.94199 -0.80713
H -3.88788 -2.57224 0.20112
H -3.00602 -0.84175 1.14968
H -1.53252 1.04152 1.54121
H 0.51069 3.88002 0.82748
H 1.82259 2.47246 2.32727
H 3.19227 0.44335 2.47336
H 3.46071 -1.91725 1.81095
H 2.72222 -2.51844 0.31816
H 5.44708 -0.71785 1.75275
H 6.53927 -1.20626 0.43966
H 6.41537 1.23032 0.43246
H 4.62933 1.19061 0.37995
H 4.73052 -0.09874 -2.95804
H 3.62179 0.39478 -1.64655
H 3.71059 -2.08993 -1.74647
H 5.48548 -2.03888 -1.68454
H 1.38915 -1.02530 -1.10554
H 0.03384 1.00364 -1.26568
H -2.81538 2.86161 -2.10008
H -4.30681 0.92213 -2.52292

=====

ORCA calculation (ωB97M-V/def2-TZVPD) on a 8-piece molecular cluster, C20H37N5O9 overall.

Total energy: -1734.8563 a.u.
HOMO-LUMO gap: 8.28 eV
SMILES string: C[N+](=O)[O-].C[N+](=O)[O-].C[N+](=O)[O-].c1cc[nH]c1.c1cc[nH]c1.CC(C)=O.CC(C)=O.CC(C)=O

Positions of all 71 atoms, in Å:
C 10.21664 5.84166 10.56727
N 10.95101 6.32521 9.31005
O 10.26464 6.79610 8.37677
O 12.16055 6.44100 9.28066
H 10.94494 5.34346 11.18525
H 9.38971 5.18811 10.19481
H 9.84315 6.78550 11.08023
C 11.20086 10.60568 13.00207
N 10.49694 9.35803 12.53109
O 11.11508 8.28283 12.80679
O 9.43156 9.38162 11.96002
H 10.85063 11.42337 12.35560
H 12.24953 10.43220 12.86316
H 10.90736 10.77417 14.05082
C 6.10888 9.85490 12.63178
N 7.04293 10.67389 13.50125
O 7.04103 11.85784 13.33240
O 7.64387 10.03610 14.37237
H 6.36280 9.94010 11.63398
H 5.16134 10.33184 12.87478
H 6.09249 8.84182 13.01554
C 7.76568 9.84286 8.14766
C 7.38848 11.19991 8.25081
C 7.73165 11.90488 7.12275
N 8.38736 10.93545 6.32384
C 8.34276 9.72062 6.90041
H 7.81206 9.08767 8.81738
H 7.00241 11.65588 9.16007
H 7.58608 12.94918 6.85579
H 8.61813 11.07835 5.34034
H 8.73780 8.87017 6.41637
C 14.30140 11.22223 13.97210
C 13.94065 12.56761 13.80187
C 13.82873 12.68892 12.39312
N 14.28289 11.55239 11.80362
C 14.49396 10.65601 12.76503
H 14.25612 10.74857 14.96333
H 13.86443 13.35828 14.53137
H 13.88360 13.59603 11.85772
H 14.26589 11.31061 10.81859
H 14.67169 9.64540 12.49811
C 9.04145 13.90197 10.31455
C 9.79407 14.84420 9.42607
C 11.32389 14.84466 9.54687
O 9.28261 15.53388 8.57596
H 9.15208 14.21592 11.41818
H 9.45912 12.96361 10.05801
H 7.99843 13.99816 9.99567
H 11.67043 15.82332 9.41362
H 11.69205 14.16866 8.73921
H 11.63788 14.51764 10.55116
C 11.07608 11.10355 8.89865
C 12.48110 11.12930 8.40507
C 12.69210 10.70419 6.99724
O 13.38501 11.50347 9.12240
H 10.38694 11.71096 8.22877
H 11.08991 11.43189 9.90972
H 10.75984 10.08067 8.83555
H 11.95943 9.94750 6.80583
H 13.67522 10.33038 6.89980
H 12.68676 11.51135 6.19878
C 6.16228 7.87791 16.45884
C 6.07511 7.29986 15.10244
C 7.31992 6.57201 14.58606
O 5.10506 7.45148 14.38455
H 5.20584 8.10018 16.91409
H 6.69402 8.79513 16.33153
H 6.67950 7.28237 17.18049
H 7.56885 6.65112 13.54561
H 7.12220 5.53990 14.94882
H 8.14160 6.91431 15.21737

=====

ORCA calculation (ωB97M-V/def2-TZVPD) on C7H10ClNO2 in the gas phase.

Total energy: -938.0510 a.u.
HOMO-LUMO gap: 9.66 eV
SMILES string: O=C1O[C@@]1(Cl)CC[C@H]1CCN1
Relative energy (zero: lowest compared OMol25 entry of this formula, charge and spin): 2.098 eV

Positions of all 21 atoms, in Å:
O -1.72967 -2.26676 0.29995
C -2.02507 -1.14682 0.48584
O -2.93714 -0.38121 1.02519
C -1.79585 0.30317 0.39207
Cl -2.49410 1.29336 -0.95993
C -0.84079 1.05687 1.28814
C 0.41095 1.50079 0.51700
C 1.13426 0.46389 -0.33130
C 1.69127 -0.87112 0.08658
C 1.07219 -1.40971 -1.26692
N 0.20997 -0.23731 -1.29533
H -0.66681 0.39640 2.15065
H -1.42798 1.98612 1.73229
H 0.17544 2.25507 -0.14148
H 1.09756 1.99003 1.35899
H 1.80243 1.12213 -0.90015
H 1.19981 -1.31290 0.87038
H 2.72383 -0.88503 0.15378
H 1.76041 -1.70316 -2.09162
H 0.57861 -2.33077 -1.16113
H 0.06069 0.17695 -2.21299

=====

ORCA calculation (ωB97M-V/def2-TZVPD) on a 2-piece molecular cluster, C2H7NO2 overall.

Total energy: -285.5901 a.u.
HOMO-LUMO gap: 10.54 eV
SMILES string: NC=O.CO
Relative energy (zero: lowest compared OMol25 entry of this formula, charge and spin): 2.222 eV

Positions of all 12 atoms, in Å:
N -1.06340 -1.54902 -0.26067
C -1.89469 -0.48325 0.21780
O -3.13929 -0.61340 0.28785
H -1.55789 -2.51048 -0.27365
H -0.24355 -1.41915 -0.80196
H -1.30559 0.21664 0.61280
C 1.82561 0.86298 -0.20317
O 0.59749 1.42210 0.20541
H 1.40830 0.36979 -1.07978
H 2.15128 0.13754 0.58095
H 2.58384 1.66152 -0.32070
H 0.63790 1.90474 1.03513

=====

ORCA calculation (ωB97M-V/def2-TZVPD) on an isolated ion of composition C11H23N6O3 and charge +1.

Total charge: +1
Total energy: -987.0846 a.u.
HOMO-LUMO gap: 10.58 eV
SMILES string: CNC(=O)[C@@H](CCCNC(N)=[NH2+])NC(=O)CNC(C)=O

Positions of all 43 atoms, in Å:
C -1.07251 -1.45521 3.27945
N 0.03744 -0.89948 2.51727
C 0.40979 -1.34842 1.33091
O -0.30047 -2.17448 0.69833
C 1.72020 -0.83243 0.73301
C 2.13081 -1.60365 -0.54630
C 1.89853 -1.00621 -1.97329
C 0.51124 -0.47813 -2.34526
N -0.48092 -1.43496 -1.87509
C -1.76932 -1.28297 -1.98083
N -2.32900 -0.26449 -2.58138
N -2.58689 -2.09568 -1.32187
N 1.72123 0.63628 0.52519
C 1.68995 1.59512 1.47495
O 1.87068 1.31918 2.65088
C 1.23079 3.00738 1.04535
N 0.43951 3.01227 -0.19345
C -0.75804 2.42973 -0.37116
C -1.59991 2.03955 0.84448
O -1.19285 2.18144 -1.49028
H -1.10551 -0.98392 4.26198
H -1.97725 -1.25439 2.75093
H -0.99045 -2.52755 3.34694
H 0.60396 -0.17315 2.85675
H 2.47676 -1.12104 1.49632
H 3.21336 -1.73020 -0.46459
H 1.68904 -2.60210 -0.53628
H 2.61689 -0.20876 -2.12276
H 2.13334 -1.80601 -2.68056
H 0.31227 0.43118 -1.82204
H 0.46705 -0.32475 -3.40756
H -0.13688 -2.26651 -1.41504
H -1.73602 0.48138 -2.92881
H -3.29588 -0.05889 -2.51136
H -2.12234 -2.76505 -0.73042
H -3.55889 -1.86282 -1.21238
H 1.64194 0.91392 -0.45791
H 2.10569 3.66065 0.88088
H 0.64121 3.44706 1.88112
H 0.84784 3.50241 -0.96658
H -2.62165 2.01347 0.52446
H -1.29505 1.10394 1.23372
H -1.47968 2.78629 1.60228

=====

ORCA calculation (ωB97M-V/def2-TZVPD) on C4H7ClS in the gas phase.

Total energy: -1014.9467 a.u.
HOMO-LUMO gap: 9.24 eV
SMILES string: C=C(CCl)SC
Relative energy (zero: lowest compared OMol25 entry of this formula, charge and spin): 0.602 eV

Positions of all 13 atoms, in Å:
C -0.42401 0.50483 -2.01374
C -0.30378 -0.24021 -0.88791
C -1.33681 -0.21043 0.17457
Cl -1.12704 1.22746 1.23748
S 1.23112 -1.12356 -0.60654
C 1.78212 -0.44413 0.92752
H -1.22597 1.13540 -2.06111
H 0.39738 0.54674 -2.74382
H -1.20524 -0.98445 0.89402
H -2.30683 -0.11387 -0.26781
H 1.92213 0.58822 0.75909
H 2.58481 -1.12988 1.21624
H 0.99026 -0.59249 1.66812

=====

ORCA calculation (ωB97M-V/def2-TZVPD) on C5H6ClN in the gas phase.

Total energy: -708.9367 a.u.
HOMO-LUMO gap: 9.72 eV
SMILES string: C=C=NC/C=C/Cl
Relative energy (zero: lowest compared OMol25 entry of this formula, charge and spin): 3.470 eV

Positions of all 13 atoms, in Å:
C 1.16463 1.45565 0.12596
C 0.02902 1.40593 -0.47455
N -1.04798 1.12546 -0.96529
C -1.37031 -0.39427 -0.90119
C -0.75213 -0.83029 0.35477
C 0.58900 -0.92485 0.56699
Cl 1.11622 -1.20870 2.16510
H 1.26377 1.37687 1.17971
H 2.20587 1.47115 -0.48069
H -2.39168 -0.40344 -0.98153
H -0.68828 -0.86752 -1.61600
H -1.43343 -1.00217 1.20013
H 1.31532 -1.20382 -0.17341

=====

Repeat the fourth record exactly.
ORCA calculation (ωB97M-V/def2-TZVPD) on C7H10ClNO2 in the gas phase.

Total energy: -938.0510 a.u.
HOMO-LUMO gap: 9.66 eV
SMILES string: O=C1O[C@@]1(Cl)CC[C@H]1CCN1
Relative energy (zero: lowest compared OMol25 entry of this formula, charge and spin): 2.098 eV

Positions of all 21 atoms, in Å:
O -1.72967 -2.26676 0.29995
C -2.02507 -1.14682 0.48584
O -2.93714 -0.38121 1.02519
C -1.79585 0.30317 0.39207
Cl -2.49410 1.29336 -0.95993
C -0.84079 1.05687 1.28814
C 0.41095 1.50079 0.51700
C 1.13426 0.46389 -0.33130
C 1.69127 -0.87112 0.08658
C 1.07219 -1.40971 -1.26692
N 0.20997 -0.23731 -1.29533
H -0.66681 0.39640 2.15065
H -1.42798 1.98612 1.73229
H 0.17544 2.25507 -0.14148
H 1.09756 1.99003 1.35899
H 1.80243 1.12213 -0.90015
H 1.19981 -1.31290 0.87038
H 2.72383 -0.88503 0.15378
H 1.76041 -1.70316 -2.09162
H 0.57861 -2.33077 -1.16113
H 0.06069 0.17695 -2.21299